{"formula": "C65H65GeN6OOsP2SbTe", "method": "ωB97M-V/def2-TZVPD", "species": ["Os", "Te", "C", "C", "C", "N", "C", "C", "C", "P", "C", "C", "C", "C", "C", "C", "C", "C", "C", "C", "C", "C", "P", "C", "C", "C", "C", "C", "C", "C", "C", "C", "C", "C", "C", "H", "H", "H", "H", "H", "H", "H", "H", "H", "H", "H", "H", "H", "H", "H", "H", "H", "H", "H", "H", "H", "H", "H", "H", "N", "C", "C", "C", "C", "N", "C", "C", "H", "H", "H", "H", "C", "N", "C", "C", "O", "N", "C", "N", "H", "H", "H", "H", "H", "H", "H", "C", "C", "Sb", "C", "C", "C", "C", "H", "H", "H", "H", "H", "H", "H", "H", "H", "H", "H", "H", "H", "H", "H", "C", "Ge", "C", "C", "C", "C", "C", "C", "C", "C", "C", "C", "C", "C", "C", "C", "C", "C", "C", "C", "H", "H", "H", "H", "H", "H", "H", "H", "H", "H", "H", "H", "H", "H", "H"], "xyz": [[0.597647, -0.150243, 0.745386], [-0.902932, -4.605255, -1.562310], [-1.319876, -6.064320, -0.069295], [-0.348518, -6.445924, 0.847624], [-0.677977, -7.363499, 1.834459], [-1.882186, -7.920565, 1.954736], [-2.803757, -7.559618, 1.065552], [-2.576728, -6.643175, 0.046544], [-0.667618, -3.000585, -0.292961], [-1.636513, -1.516994, -0.124956], [-3.429008, -2.046653, -0.227755], [-4.436570, -1.230079, -0.722558], [-5.767217, -1.627745, -0.674332], [-6.105809, -2.861513, -0.140536], [-5.105411, -3.687810, 0.357707], [-3.782795, -3.274343, 0.325756], [-1.625226, -0.959572, -1.981693], [-0.793398, -0.009266, -2.552040], [-0.691191, 0.160100, -3.930327], [-1.445115, -0.622410, -4.788071], [-2.300459, -1.569076, -4.243211], [-2.388065, -1.735156, -2.868574], [0.843699, -2.392017, 0.198528], [0.914373, -2.192545, 1.955354], [-0.349405, -2.422577, 2.800679], [-0.019593, -2.741963, 4.235936], [1.206889, -2.679866, 4.759004], [2.374521, -2.401716, 3.931386], [2.210508, -2.233727, 2.607740], [2.303095, -3.180916, -0.503833], [2.706802, -2.759032, -1.770794], [3.794268, -3.357691, -2.387568], [4.479082, -4.378721, -1.741475], [4.076877, -4.803215, -0.483063], [2.987796, -4.206852, 0.137027], [0.651769, -6.033313, 0.799936], [0.064219, -7.671264, 2.564115], [-3.779734, -8.021608, 1.176032], [-3.374917, -6.380197, -0.636637], [-4.182181, -0.287497, -1.186089], [-6.537948, -0.974163, -1.065684], [-7.140980, -3.178118, -0.110615], [-5.358005, -4.651237, 0.784908], [-3.012033, -3.905700, 0.749723], [-0.199637, 0.605162, -1.896279], [-0.017867, 0.911182, -4.331569], [-1.372446, -0.495092, -5.861086], [-2.905423, -2.194630, -4.888357], [-3.052053, -2.500776, -2.497898], [-0.934925, -3.249021, 2.375670], [-0.836673, -3.092041, 4.857141], [1.354269, -2.934985, 5.802372], [3.367090, -2.444022, 4.361146], [3.093915, -2.149663, 1.985723], [2.153271, -1.968462, -2.267086], [4.104354, -3.034678, -3.373448], [5.326903, -4.848528, -2.223589], [4.610353, -5.602535, 0.014832], [2.670949, -4.528881, 1.121868], [7.865883, 1.119575, 2.453999], [6.764823, 0.910746, 2.205227], [5.378854, 0.660937, 1.897640], [4.395610, 0.904473, 2.844378], [3.073436, 0.687138, 2.498030], [2.712183, 0.244775, 1.290180], [3.668574, -0.025944, 0.394060], [5.009426, 0.175584, 0.648182], [4.647109, 1.265770, 3.831087], [2.278828, 0.854551, 3.211340], [3.338653, -0.421146, -0.552789], [5.744184, -0.041773, -0.112797], [-1.668226, 0.856726, 5.716044], [-1.612995, 0.468391, 4.326410], [-2.192413, -0.798227, 3.867408], [-1.311619, -1.191280, 2.655347], [-2.151279, -1.368561, 1.576878], [-0.476608, 0.010194, 2.472190], [-0.655209, 0.840483, 3.444812], [0.057179, 2.001539, 3.577230], [-2.690450, 1.104012, 6.004201], [-1.042021, 1.728742, 5.893018], [-1.307771, 0.048194, 6.359684], [-3.212495, -0.649648, 3.512908], [-2.187169, -1.528539, 4.674180], [0.473836, 2.322821, 2.709604], [-0.394565, 2.741364, 4.090973], [-6.598882, 2.112056, 0.543556], [-5.516252, 3.031414, 1.108585], [-3.575143, 2.099381, 0.896920], [-3.428656, 2.395449, -1.242767], [-3.820222, 3.776191, -1.752194], [-2.346612, 3.838613, 1.319193], [-3.058766, 5.166718, 1.549303], [-7.597017, 2.541120, 0.658265], [-6.595446, 1.138356, 1.038373], [-6.442781, 1.932015, -0.523731], [-5.678696, 3.217113, 2.172450], [-5.527777, 3.999212, 0.607589], [-4.016062, 1.623983, -1.741487], [-2.384926, 2.170637, -1.474646], [-4.850539, 4.026691, -1.491301], [-3.737490, 3.828515, -2.840254], [-3.169507, 4.553817, -1.347063], [-1.675206, 3.899111, 0.457316], [-1.722997, 3.591242, 2.180254], [-3.674281, 5.449750, 0.695786], [-2.345499, 5.980139, 1.721606], [-3.715226, 5.121222, 2.420489], [0.614081, 1.383450, -0.106816], [1.406409, 3.105433, -0.610166], [1.799269, 4.095055, 1.034408], [2.958692, 3.829659, 1.763865], [3.192822, 4.433521, 2.991864], [2.262760, 5.321016, 3.514604], [1.108257, 5.607854, 2.797113], [0.880644, 5.002396, 1.568710], [3.050390, 2.559025, -1.526421], [4.279687, 3.192025, -1.366942], [5.403418, 2.753481, -2.059951], [5.302780, 1.686026, -2.939925], [4.076255, 1.060638, -3.129622], [2.961481, 1.493202, -2.426410], [0.347346, 4.216348, -1.803227], [-0.442248, 3.652467, -2.803928], [-1.079241, 4.452697, -3.741091], [-0.941202, 5.831819, -3.685371], [-0.157668, 6.407193, -2.695431], [0.489378, 5.603533, -1.765717], [3.696766, 3.142742, 1.363390], [4.103056, 4.215900, 3.537411], [2.441019, 5.795087, 4.471422], [0.384301, 6.310485, 3.191784], [-0.024580, 5.242791, 1.026749], [4.372887, 4.039271, -0.696898], [6.355035, 3.250169, -1.915891], [6.175763, 1.348335, -3.484564], [3.988532, 0.232844, -3.823386], [2.020135, 0.969223, -2.554616], [-0.570322, 2.580396, -2.856427], [-1.687867, 3.995306, -4.511519], [-1.441447, 6.458114, -4.413071], [-0.042024, 7.482938, -2.651004], [1.115308, 6.067207, -1.011611]], "atomic_forces_ev_per_a": [[-0.1777, 0.6435, -0.4102], [-0.0927, -0.0265, 0.1711], [-0.0026, 0.0182, -0.0360], [-0.0254, 0.0242, 0.0456], [-0.0070, 0.0052, -0.0042], [-0.0038, 0.0080, -0.0092], [0.0163, -0.0038, 0.0119], [0.0047, -0.0329, -0.0247], [0.0364, 0.1121, -0.3778], [0.1977, 0.2004, 0.1828], [-0.0369, 0.0447, 0.1093], [-0.0066, -0.0731, -0.0013], [-0.0010, 0.0276, -0.0190], [0.0037, -0.0185, 0.0144], [-0.0257, 0.0144, -0.0168], [-0.0167, -0.0066, 0.0039], [0.0821, -0.0911, 0.0196], [-0.0843, 0.0280, -0.0270], [-0.0095, 0.0044, -0.0010], [0.0191, 0.0309, 0.0028], [-0.0118, -0.0195, 0.0330], [0.0476, -0.0445, -0.0800], [0.0361, -0.3815, 0.1400], [0.2342, -0.0050, -0.0850], [0.0250, 0.0554, 0.0721], [-0.0234, 0.0040, -0.0516], [0.0993, -0.0135, -0.0776], [-0.0754, -0.0561, 0.0721], [-0.1731, 0.0520, 0.0065], [-0.0233, 0.1047, -0.1458], [0.0597, -0.0943, 0.0574], [-0.0434, 0.0461, -0.0185], [0.0253, -0.0192, 0.0123], [0.0145, -0.0028, -0.0062], [-0.0184, 0.0020, 0.0166], [0.0001, -0.0030, 0.0037], [0.0011, 0.0086, -0.0035], [0.0021, 0.0039, -0.0071], [-0.0044, 0.0051, 0.0142], [0.0134, 0.0286, 0.0042], [0.0003, -0.0006, 0.0044], [0.0026, 0.0023, -0.0015], [0.0066, -0.0011, -0.0049], [0.0154, -0.0104, 0.0096], [0.0368, 0.0307, 0.0161], [-0.0152, -0.0077, -0.0011], [-0.0006, -0.0046, 0.0086], [0.0081, 0.0019, -0.0030], [0.0101, 0.0022, -0.0047], [0.0381, -0.0240, -0.0067], [0.0066, 0.0359, 0.0121], [0.0106, 0.0042, -0.0004], [-0.0172, -0.0051, 0.0220], [0.0097, 0.0250, -0.0157], [-0.0118, 0.0283, -0.0371], [-0.0031, -0.0035, 0.0028], [0.0000, 0.0015, 0.0046], [-0.0035, -0.0023, 0.0028], [0.0097, -0.0095, 0.0043], [0.0173, 0.0058, -0.0027], [-0.0834, -0.0286, 0.0021], [0.0747, -0.0170, -0.0320], [-0.0713, 0.0205, 0.0561], [0.0817, -0.1090, 0.0536], [-0.2041, -0.0054, 0.3055], [0.0226, 0.0827, -0.0361], [0.0431, -0.0162, 0.0265], [-0.0134, -0.0070, 0.0066], [-0.0029, 0.0149, -0.0144], [-0.0325, 0.0180, -0.0514], [0.0000, 0.0002, -0.0166], [-0.0003, -0.0026, -0.0166], [-0.0242, -0.0244, 0.0195], [0.0534, 0.0498, -0.0310], [-0.2219, -0.0435, 0.0557], [-0.0760, -0.1588, 0.1273], [0.1663, -0.1472, 0.0667], [0.0440, 0.1733, -0.0245], [-0.0659, -0.0882, 0.0191], [-0.0078, -0.0012, 0.0003], [-0.0017, 0.0071, 0.0010], [0.0078, -0.0003, -0.0031], [-0.0009, 0.0024, 0.0090], [0.0185, 0.0153, 0.0017], [-0.0145, -0.0291, 0.0154], [0.0075, 0.0060, -0.0052], [0.0219, 0.0277, -0.0008], [-0.0216, -0.0462, 0.0019], [0.0151, 0.0138, 0.0004], [-0.0300, -0.0174, 0.0074], [0.0165, -0.0208, 0.0205], [0.0089, 0.0244, 0.0056], [0.0221, -0.0129, 0.0175], [0.0055, -0.0014, 0.0047], [-0.0015, -0.0006, -0.0114], [-0.0046, -0.0035, 0.0068], [-0.0168, -0.0168, 0.0006], [0.0161, 0.0088, 0.0164], [-0.0323, 0.0142, 0.0003], [0.0046, -0.0138, -0.0309], [0.0092, 0.0002, -0.0098], [-0.0101, 0.0033, -0.0004], [-0.0006, 0.0098, -0.0033], [0.0103, 0.0178, -0.0088], [0.0067, -0.0006, -0.0121], [0.0021, 0.0120, -0.0013], [-0.0056, -0.0036, 0.0008], [-0.0075, 0.0031, -0.0037], [0.1092, -0.3151, -0.1830], [0.0590, -0.0227, 0.0592], [-0.0263, -0.0256, 0.0431], [0.0422, -0.0370, -0.0729], [-0.0082, 0.0137, 0.0098], [-0.0007, -0.0142, -0.0204], [0.0115, 0.0091, 0.0378], [0.0304, -0.0266, 0.0033], [-0.0785, -0.0045, -0.0998], [0.0272, 0.0387, 0.0080], [-0.0380, 0.0175, 0.0227], [0.0044, -0.0165, -0.0121], [0.0069, -0.0167, 0.0015], [0.0684, -0.0107, 0.0832], [-0.0026, -0.0033, -0.0591], [-0.0163, 0.0509, 0.0447], [0.0105, -0.0126, -0.0179], [0.0006, 0.0036, -0.0039], [0.0204, -0.0019, 0.0231], [-0.0149, 0.0036, 0.0019], [-0.0284, 0.0356, 0.0238], [0.0002, -0.0019, -0.0002], [0.0009, 0.0015, -0.0038], [0.0012, -0.0021, 0.0012], [-0.0142, -0.0054, -0.0184], [0.0067, 0.0044, 0.0033], [-0.0108, 0.0026, -0.0001], [-0.0077, -0.0048, 0.0060], [0.0043, 0.0097, 0.0055], [-0.0353, 0.0149, -0.0222], [-0.0080, -0.0425, -0.0104], [0.0061, 0.0026, 0.0050], [-0.0009, -0.0036, 0.0026], [-0.0001, -0.0062, 0.0009], [-0.0021, 0.0069, 0.0009]], "total_energy_ev": -170834.8020}